# 1
{
  "formula": "C3H10O",
  "method": "the ωB97M-V functional and the def2-TZVPD basis",
  "gap_ev": [2.638, 10.656],
  "max_force_ha_per_bohr": 0.1224,
  "e_homo_ev": [1.32, -6.81],
  "multiplicity": 2,
  "s_squared": 0.75,
  "charge": -1,
  "lumo_ev": [3.96, 3.85],
  "symbols": ["H", "H", "H", "H", "H", "H", "O", "C", "H", "H", "C", "H", "H", "C"],
  "coordinates": [[-2.566, -0.189, 0.895], [1.163, 0.199, -0.927], [3.108, 0.146, 1.470], [-1.990, 1.176, -0.073], [4.243, -0.878, 1.077], [-0.138, 0.433, -2.034], [3.615, -0.564, 1.767], [-0.929, -0.526, -0.068], [-0.695, -0.561, 0.995], [-0.040, 1.544, -0.646], [-2.271, 0.127, -0.054], [-0.725, -1.492, -0.536], [-2.955, 0.151, -0.896], [0.180, 0.433, -0.968]]
}



# 2
{
  "formula": "C21H42Cl16N2O5S",
  "method": "the ωB97M-V functional and the def2-TZVPD basis",
  "gap_ev": 9.111,
  "max_force_ha_per_bohr": 0.0343,
  "e_homo_ev": -8.92,
  "multiplicity": 1,
  "lumo_ev": 0.19,
  "symbols": ["Cl", "Cl", "H", "C", "Cl", "H", "H", "H", "O", "Cl", "C", "C", "C", "H", "H", "C", "H", "H", "S", "H", "Cl", "Cl", "C", "Cl", "N", "H", "H", "H", "H", "H", "Cl", "H", "H", "C", "H", "H", "C", "H", "C", "H", "C", "H", "C", "H", "O", "H", "Cl", "Cl", "C", "C", "H", "C", "H", "H", "H", "H", "C", "C", "H", "N", "H", "Cl", "H", "H", "H", "Cl", "C", "H", "H", "Cl", "Cl", "H", "H", "O", "C", "Cl", "H", "C", "H", "C", "H", "Cl", "C", "O", "H", "H", "O"],
  "coordinates": [[5.183, 4.599, -2.269], [-2.824, 6.505, -0.209], [0.285, -3.493, -3.566], [-0.885, 1.586, -4.843], [-6.109, -0.018, 8.736], [-0.226, 0.441, -1.495], [6.309, 2.759, -1.341], [-3.919, 3.333, 9.494], [-3.412, -2.522, -0.153], [-5.035, -0.755, 1.523], [0.309, 0.818, 0.620], [4.974, -0.417, -4.043], [-2.323, -2.148, -3.054], [-0.301, 4.571, 4.150], [-5.054, -2.106, 8.516], [-2.518, 4.963, 0.599], [-1.761, 2.123, -5.222], [-2.389, 5.148, 1.659], [-3.948, -1.518, -1.063], [0.591, 3.139, 4.725], [8.168, -1.725, -4.065], [4.142, 2.519, -0.481], [-3.561, 2.376, 9.855], [-4.308, 2.062, 11.428], [-0.995, -0.971, -4.813], [-6.102, -2.145, 3.083], [1.143, -0.217, 2.281], [-6.809, -0.506, 3.049], [1.078, 1.546, 0.338], [-1.217, 1.598, -0.648], [-1.797, 2.436, 9.953], [-3.839, 1.585, 9.171], [-0.244, 1.295, 1.440], [-4.707, -1.096, 8.699], [2.713, 0.541, -0.799], [0.584, -3.619, 0.822], [-1.741, -0.411, -0.181], [3.388, -1.028, -1.060], [0.252, -1.361, -4.116], [8.106, -3.087, -2.154], [0.638, -2.828, -4.360], [5.924, 4.004, -0.122], [2.288, -2.357, 0.689], [7.254, -3.821, -3.538], [-0.570, 0.202, -6.728], [-2.187, -3.041, -3.675], [-1.062, 4.165, -0.006], [4.887, -1.600, -2.729], [5.558, 3.452, -0.979], [0.081, 3.593, 3.883], [-3.364, 4.308, 0.426], [2.475, -0.522, -0.734], [-4.200, -1.032, 9.656], [1.725, -2.919, -4.440], [1.645, -4.010, -0.535], [0.204, -1.123, -3.046], [-0.811, 0.246, -5.551], [-0.699, 0.638, -0.523], [0.174, -1.253, 1.274], [2.194, -0.922, 0.649], [6.002, -0.099, -4.150], [1.235, 3.777, 2.560], [-3.071, -0.987, -4.625], [-1.579, -2.216, -2.255], [0.020, 2.162, -5.041], [-1.299, 2.565, 3.447], [-5.892, -1.083, 3.037], [-1.015, 1.491, -3.762], [-1.313, -1.410, -0.284], [9.562, -4.258, -3.579], [-4.924, -0.634, 4.447], [4.620, -0.886, -4.953], [-2.040, -0.314, 0.869], [3.226, -2.904, 1.208], [1.202, -3.185, 0.024], [-3.562, -0.653, 7.428], [0.207, -3.139, -5.316], [8.137, -3.281, -3.219], [0.524, -2.591, -0.595], [-2.196, -0.932, -3.965], [1.055, -0.741, -4.534], [3.975, 1.011, -3.712], [0.919, -0.447, 1.231], [-3.658, -2.204, -2.530], [1.686, -0.765, -1.465], [-2.279, 0.008, -3.408], [-2.896, -0.267, -1.035]]
}



# 3
{
  "formula": "C2H4N6",
  "method": "the ωB97M-V functional and the def2-TZVPD basis",
  "gap_ev": 9.598,
  "max_force_ha_per_bohr": 0.0879,
  "e_homo_ev": -9.38,
  "multiplicity": 1,
  "smiles": "Nc1nnnnc1N",
  "lumo_ev": 0.22,
  "symbols": ["H", "N", "H", "N", "H", "N", "H", "C", "C", "N", "N", "N"],
  "coordinates": [[-0.017, 1.926, 1.150], [-0.566, -1.880, -1.579], [-1.432, 2.085, 0.298], [-0.826, 1.461, 0.842], [2.328, -1.131, 0.837], [-1.453, -0.876, -1.904], [1.615, 0.336, 1.445], [-0.629, 0.375, -0.039], [0.450, -0.479, 0.015], [-1.403, 0.228, -1.123], [0.295, -1.700, -0.566], [1.637, -0.347, 0.624]]
}



# 4
{
  "formula": "C4H5NO",
  "method": "the ωB97M-V functional and the def2-TZVPD basis",
  "gap_ev": 9.169,
  "max_force_ha_per_bohr": 0.0199,
  "e_homo_ev": -9.18,
  "multiplicity": 1,
  "lumo_ev": -0.01,
  "symbols": ["C", "H", "N", "C", "O", "H", "H", "H", "H", "C", "C"],
  "coordinates": [[1.636, -0.764, 0.074], [-0.189, 1.428, -1.331], [2.668, -0.923, 0.567], [-0.224, 0.878, -0.385], [-1.615, 0.710, -0.020], [0.279, 1.465, 0.392], [-0.396, -1.213, 0.057], [0.258, -0.936, -1.518], [-0.868, -0.095, 1.600], [0.305, -0.568, -0.493], [-1.855, 0.018, 1.057]]
}



# 5
{
  "formula": "C7H6O",
  "method": "the ωB97M-V functional and the def2-TZVPD basis",
  "gap_ev": [8.297, 8.453],
  "max_force_ha_per_bohr": 0.1003,
  "e_homo_ev": [-8.83, -8.80],
  "multiplicity": 1,
  "lumo_ev": [-0.54, -0.34],
  "symbols": ["O", "H", "H", "C", "C", "H", "H", "H", "C", "C", "H", "C", "C", "C"],
  "coordinates": [[-3.806, -0.130, -0.257], [0.062, -1.408, -1.409], [0.725, 1.320, -1.370], [-0.426, -1.373, 0.683], [-1.572, -0.973, -0.184], [-0.270, -2.501, 0.903], [1.127, 0.798, 0.264], [-0.292, -0.938, 1.658], [0.350, 0.737, -0.406], [-0.804, 1.578, 0.127], [-0.494, 2.583, 0.200], [-0.169, -0.732, -0.649], [-2.680, -0.084, 0.062], [-1.965, 1.118, 0.531]]
}



# 6
{
  "formula": "C4H5NO",
  "method": "the ωB97M-V functional and the def2-TZVPD basis",
  "gap_ev": 10.249,
  "max_force_ha_per_bohr": 0.0599,
  "e_homo_ev": -9.65,
  "multiplicity": 1,
  "smiles": "C#CCC(N)=O",
  "lumo_ev": 0.60,
  "symbols": ["H", "C", "O", "H", "H", "H", "N", "H", "C", "C", "C"],
  "coordinates": [[2.930, 0.982, -0.130], [0.062, -1.051, -0.043], [-2.190, -0.792, 0.806], [0.620, -1.248, -1.088], [-0.061, -2.075, 0.291], [-1.963, 1.653, 0.377], [-1.115, 1.119, 0.244], [-0.350, 1.548, -0.250], [2.137, 0.414, -0.550], [-1.207, -0.235, 0.355], [1.294, -0.351, -0.093]]
}